The following is a quantum chemistry calculation of a 10-piece molecular cluster, C60H53F7 overall, from the Open Molecules 2025 dataset.

Output
**2S+1**: 1
**Calculated total energy**: -3017.1837 a.u.
**F_max**: 1.40 eV/Å

Geometry (Å):
F -6.061 13.580 -9.537
C -5.562 14.700 -8.977
C -4.296 14.654 -8.407
C -3.761 15.797 -7.839
C -4.479 16.982 -7.888
C -5.714 17.037 -8.523
C -6.268 15.882 -9.070
H -3.796 13.692 -8.377
H -2.789 15.701 -7.377
H -4.056 17.890 -7.476
H -6.196 17.999 -8.636
H -7.291 15.842 -9.427
F -4.227 18.350 -17.682
C -3.325 17.437 -17.258
C -2.459 17.793 -16.241
C -1.432 16.925 -15.919
C -1.303 15.696 -16.556
C -2.223 15.340 -17.531
C -3.225 16.226 -17.910
H -2.511 18.731 -15.705
H -0.741 17.173 -15.123
H -0.526 15.020 -16.220
H -2.097 14.413 -18.079
H -3.882 15.979 -18.733
F -0.834 14.827 -8.907
C -0.181 15.374 -9.955
C -0.914 16.089 -10.883
C -0.253 16.703 -11.934
C 1.120 16.526 -12.079
C 1.836 15.806 -11.125
C 1.188 15.219 -10.050
H -1.966 16.209 -10.646
H -0.780 17.347 -12.626
H 1.629 16.965 -12.928
H 2.890 15.629 -11.302
H 1.716 14.608 -9.331
F -6.938 11.262 -10.453
C -6.289 10.655 -11.459
C -6.877 10.575 -12.702
C -6.236 9.885 -13.723
C -5.007 9.288 -13.478
C -4.375 9.462 -12.252
C -5.018 10.159 -11.240
H -7.843 11.043 -12.863
H -6.714 9.788 -14.689
H -4.505 8.665 -14.207
H -3.408 9.032 -12.027
H -4.552 10.320 -10.275
F -4.573 19.036 -11.126
C -5.176 19.295 -12.304
C -4.537 20.156 -13.187
C -5.129 20.405 -14.409
C -6.332 19.782 -14.755
C -6.938 18.902 -13.878
C -6.348 18.665 -12.640
H -3.603 20.593 -12.854
H -4.651 21.073 -15.114
H -6.717 20.021 -15.738
H -7.889 18.438 -14.103
H -6.736 17.906 -11.968
F -13.043 14.219 -15.208
C -11.743 13.848 -15.184
C -11.071 13.795 -13.989
C -9.775 13.283 -13.955
C -9.149 12.941 -15.136
C -9.801 13.110 -16.347
C -11.107 13.584 -16.379
H -11.579 14.061 -13.070
H -9.331 13.130 -12.981
H -8.130 12.570 -15.187
H -9.269 12.852 -17.253
H -11.647 13.645 -17.316
F -2.924 10.358 -15.908
C -4.108 10.573 -16.527
C -4.422 11.858 -16.902
C -5.601 12.075 -17.596
C -6.334 10.990 -18.054
C -5.947 9.688 -17.744
C -4.849 9.475 -16.933
H -3.801 12.698 -16.614
H -5.955 13.082 -17.778
H -7.214 11.143 -18.670
H -6.543 8.861 -18.104
H -4.514 8.468 -16.722
C 1.239 12.530 -13.554
C 0.212 13.453 -13.468
C -1.087 13.019 -13.284
C -1.367 11.665 -13.150
C -0.329 10.746 -13.221
C 0.970 11.173 -13.445
H 2.276 12.840 -13.617
H 0.408 14.503 -13.626
H -1.925 13.705 -13.332
H -2.375 11.322 -12.952
H -0.496 9.688 -13.051
H 1.758 10.432 -13.492
C -5.213 14.045 -14.436
C -5.015 15.358 -14.853
C -4.394 16.267 -14.018
C -4.034 15.894 -12.725
C -4.145 14.553 -12.359
C -4.799 13.639 -13.174
H -5.750 13.430 -15.146
H -5.277 15.681 -15.855
H -4.202 17.288 -14.323
H -3.528 16.620 -12.101
H -3.886 14.310 -11.331
H -5.089 12.661 -12.810
C -7.480 16.901 -19.496
C -7.137 16.462 -18.223
C -7.893 16.846 -17.136
C -8.948 17.737 -17.306
C -9.359 18.110 -18.573
C -8.629 17.666 -19.677
H -6.907 16.664 -20.384
H -6.302 15.770 -18.185
H -7.709 16.490 -16.128
H -9.483 18.120 -16.444
H -10.129 18.853 -18.735
H -8.903 18.068 -20.645

Atomic partial charges in e from the Löwdin method, atoms 1 to 4: number 1, F, carries 0.048; number 2, C, carries -0.294; number 3, C, carries -0.027; number 4, C, carries -0.088